Entry 1:
Molecular formula: C26H28MoN5O8S2Te
Method: DFT, the ωB97M-V functional and the def2-TZVPD basis

ΔE to the lowest compared entry with this formula, charge and spin	27.0	kJ/mol
maximum force	1.1	eV/Å
total charge	+3
highest occupied orbital energy (spin up / spin down)	-17.2 / -17.2	eV
orbital gap (spin up / spin down)	0.2504 / 0.2506	Eh

XYZ file:
```
71
C26H28MoN5O8S2Te (the ωB97M-V functional and the def2-TZVPD basis)
Mo 0.02703 0.87443 0.73105
O 1.73103 1.10919 1.60361
S 2.95426 1.98245 0.99723
C 4.36144 0.84934 1.16903
C 5.36692 1.57920 2.05980
C 4.54474 2.28190 3.13593
C 3.44506 3.03032 2.39025
H 4.70740 0.58322 0.17192
H 3.94240 -0.03215 1.65697
H 5.93946 2.30226 1.47627
H 6.07359 0.86269 2.47603
H 5.14178 2.98496 3.71465
H 4.11275 1.55985 3.83053
H 3.80313 3.94481 1.90960
H 2.54174 3.26643 2.95263
O -4.14825 3.80845 -4.90993
N -3.29996 4.53903 -4.45840
O -3.08305 5.68923 -4.74298
C -2.46095 3.96601 -3.37183
C -1.46852 4.75729 -2.80104
C -0.68183 4.23736 -1.79760
C -0.87840 2.92814 -1.33178
O -0.18801 2.42592 -0.32730
C -1.87665 2.15703 -1.96092
C -2.68623 2.67807 -2.97812
N -2.08653 0.81201 -1.57539
O -3.01744 0.18449 -1.97611
O -1.22144 0.20399 -0.82111
N 0.37841 5.10481 -1.22680
O 0.41070 6.23976 -1.61331
O 1.14187 4.59122 -0.42790
H -1.31836 5.77422 -3.14416
H -3.45696 2.08569 -3.45435
S -1.52999 0.81170 2.31248
C -2.49379 -0.69774 2.50119
N -2.80762 -1.44342 1.46785
C -3.74580 -2.57867 1.57672
C -4.71517 -2.30378 2.71317
C -3.94697 -2.00016 3.98694
N -2.94682 -0.94697 3.70568
H -2.44190 -1.19637 0.56009
H -3.17274 -3.48926 1.75048
H -4.25482 -2.67451 0.62020
H -5.35169 -3.17233 2.87137
H -5.36207 -1.46289 2.45746
H -3.42869 -2.87936 4.37141
H -4.60345 -1.62259 4.76764
H -2.68002 -0.32396 4.45558
Te 0.68428 -1.82180 0.83047
C -0.55591 -3.07797 -0.31449
C -0.87771 -4.27994 0.31292
C -1.61938 -5.22601 -0.38330
C -2.02870 -4.96567 -1.68391
C -1.68806 -3.76750 -2.30104
C -0.94103 -2.81433 -1.62281
C 2.32199 -1.57705 -0.47387
C 3.44818 -2.36754 -0.27603
C 4.53708 -2.21836 -1.12713
C 4.49725 -1.28712 -2.15684
C 3.36820 -0.49928 -2.34816
C 2.27311 -0.64140 -1.50525
H -0.54326 -4.49628 1.32090
H -1.86010 -6.17016 0.08727
H -2.59907 -5.70671 -2.22792
H -1.98775 -3.58242 -3.32409
H -0.64509 -1.90347 -2.12862
H 3.48249 -3.10463 0.51694
H 5.41176 -2.84048 -0.99068
H 5.34296 -1.18512 -2.82406
H 3.33302 0.20850 -3.16631
H 1.37614 -0.05656 -1.68874
```

***

Entry 2:
Molecular formula: C3H9NO3
Method: DFT, the ωB97M-V functional and the def2-TZVPD basis

ΔE to the lowest compared entry with this formula, charge and spin	59.8	kJ/mol
maximum force	1.6	eV/Å
highest occupied orbital energy	-10.3	eV
orbital gap	0.3975	Eh

XYZ file:
```
16
C3H9NO3 (the ωB97M-V functional and the def2-TZVPD basis)
C 0.00690 2.22399 -0.59324
C 0.26849 1.05274 0.39000
N -0.70708 -0.02326 0.26336
C -0.54189 -0.98730 -0.67463
O 0.45449 -1.16588 -1.31982
O -1.71861 -1.68412 -0.90316
H -1.06396 2.21440 -0.81654
H 0.20845 3.17745 -0.11298
H 0.52527 2.00225 -1.51869
H 1.23028 0.64128 0.09627
H 0.26531 1.34158 1.43093
H -1.62677 0.08984 0.64791
H -1.72157 -2.51932 -0.41550
O 1.62451 -2.40893 1.38099
H 1.97466 -2.03577 0.56526
H 0.82153 -1.91895 1.57984
```

***

Entry 3:
Molecular formula: C24H27CeF6NO2P2
Method: DFT, the ωB97M-V functional and the def2-TZVPD basis

2S+1	2
expectation value of S²	0.7545
maximum force	11.2	eV/Å
total charge	+1
highest occupied orbital energy (spin up / spin down)	-10.3 / -10.3	eV
orbital gap (spin up / spin down)	0.2172 / 0.2251	Eh

XYZ file:
```
63
C24H27CeF6NO2P2 (the ωB97M-V functional and the def2-TZVPD basis)
C -2.24885 -3.43731 1.75084
C -1.36675 -2.74531 0.92806
C -1.69032 -1.42880 0.53941
C -2.88292 -0.84130 0.91684
C -3.78432 -1.56970 1.71715
C -3.46018 -2.86143 2.14619
C -3.15178 0.58334 0.48573
C -2.62672 0.80037 -0.91197
C -1.44123 0.18668 -1.26517
C -0.85604 0.35962 -2.52505
C -1.46758 1.22917 -3.42563
C -2.65677 1.86948 -3.09919
C -3.25059 1.64905 -1.85195
H -1.99452 -4.45338 2.06783
H -4.73394 -1.11485 2.01041
H -4.15331 -3.42555 2.78229
H -4.20863 0.84839 0.57766
H -1.00921 1.37808 -4.41205
H -3.13627 2.54337 -3.82465
H -4.19247 2.14264 -1.59078
N -0.89194 -0.70778 -0.33321
Ce 1.02177 -0.07147 0.45468
C -0.07755 -3.40635 0.45277
H 0.00125 -3.35917 -0.64666
H -0.01870 -4.44338 0.77986
C 0.37752 -0.44591 -2.92746
H 0.17602 -1.52208 -2.79248
H 0.66451 -0.25205 -3.95032
P 1.41691 -2.52368 1.12634
P 1.95084 -0.13027 -2.01841
C 2.56287 1.44874 -2.43041
H 3.50439 1.65663 -1.89308
H 2.74974 1.41317 -3.50112
H 1.85463 2.25709 -2.19335
C 3.08065 -1.38032 -2.42238
H 3.36264 -1.18321 -3.45222
H 3.97290 -1.34579 -1.77686
H 2.63695 -2.38246 -2.34146
C 1.23444 -2.63660 2.91420
H 1.02657 -3.67516 3.18953
H 2.16921 -2.30815 3.39480
H 0.41534 -1.99801 3.28017
C 2.84424 -3.47753 0.69615
H 3.76075 -2.93128 0.97594
H 2.80944 -4.42662 1.23701
H 2.88460 -3.67114 -0.38421
C 2.86341 0.40534 0.94016
O 3.89551 0.74792 1.34086
H -2.58685 1.26355 1.16802
C -0.98358 3.93969 1.04788
C 0.21590 2.97292 1.05624
O -0.07055 1.81871 0.43868
C 1.41928 3.74445 0.36482
F 1.72916 4.89124 0.98486
F 2.54984 2.98996 0.28519
F 1.04999 4.04983 -0.91763
C 0.58141 2.71357 2.58125
F 0.78922 3.84711 3.26766
F -0.46233 2.04859 3.15226
F 1.68106 1.92088 2.73632
H -1.26768 4.11522 0.00917
H -0.76239 4.87497 1.53970
H -1.81898 3.44626 1.55080
```

***

Entry 4:
Molecular formula: C5H8N
Method: DFT, the ωB97M-V functional and the def2-TZVPD basis

ΔE to the lowest compared entry with this formula, charge and spin	369.4	kJ/mol
maximum force	5.3	eV/Å
total charge	+1
highest occupied orbital energy	-14.0	eV
orbital gap	0.3358	Eh

XYZ file:
```
14
C5H8N (the ωB97M-V functional and the def2-TZVPD basis)
C 1.01722 1.41870 -0.23520
C 1.13270 0.02817 -0.10918
C -1.64745 0.56998 -0.28531
C -0.09108 0.52435 -0.35442
C 2.17264 -1.03465 0.03450
N -2.56687 -0.31996 0.51938
H 1.46801 2.35410 -0.09276
H -1.96546 1.58351 0.07707
H -2.12633 0.28415 -1.30473
H 1.80291 -1.94391 0.51208
H 3.17553 -0.63386 0.49875
H 2.62265 -1.17846 -0.97051
H -2.50671 -1.29716 0.23132
H -2.48777 -0.35495 1.47902
```

***

Entry 5:
Molecular formula: C17H20F4IO5S
Method: DFT, the ωB97M-V functional and the def2-TZVPD basis

maximum force	3.6	eV/Å
total charge	-1
highest occupied orbital energy	-3.3	eV
orbital gap	0.2212	Eh

XYZ file:
```
48
C17H20F4IO5S (the ωB97M-V functional and the def2-TZVPD basis)
C -2.63373 4.55167 -0.38714
C -2.32648 3.12258 -0.75971
O -1.28648 2.54115 0.10123
C -0.27185 1.95709 -0.56694
C 0.80506 1.40162 0.31259
F 0.88651 2.00191 1.50821
C 2.11347 1.43956 -0.40738
O 2.49209 0.67313 -1.28840
O 2.83066 2.53562 -0.05179
C 4.12419 2.56234 -0.68697
C 4.79147 3.87363 -0.40106
O -0.16778 1.93802 -1.78968
H -3.51277 4.89226 -0.94259
H -2.83459 4.67693 0.68217
H -1.81095 5.20855 -0.68921
H -3.21479 2.48652 -0.65152
H -1.95307 3.06468 -1.78910
H 4.72715 1.73841 -0.28591
H 4.03085 2.40430 -1.76364
H 5.79790 3.86965 -0.83468
H 4.26011 4.72511 -0.83976
H 4.89540 4.04522 0.66878
C -2.48682 -4.07568 1.16868
C -1.16436 -3.39261 0.75429
C -0.08978 -4.44138 0.95925
C -1.09705 -2.61497 -0.54594
C 0.07856 -1.96195 -0.95694
I 2.05456 -2.22522 -0.17649
C 0.00680 -0.94215 -1.89979
C -1.19820 -0.60390 -2.51732
C -2.36243 -1.28278 -2.16037
C -2.30520 -2.28328 -1.17643
O -1.16307 -2.33643 1.77038
S 0.00410 -1.13127 1.95717
C 0.57277 -1.76536 3.57670
F 1.92617 -1.70719 3.62510
F 0.07843 -1.02675 4.61490
F 0.20940 -3.06808 3.78803
H -2.77229 -4.93142 0.53433
H -2.37721 -4.42715 2.21476
H -3.30490 -3.34732 1.19675
H -0.23820 -5.20636 0.18247
H 0.93531 -4.03931 0.84727
H -0.20551 -4.91168 1.94920
H 0.90366 -0.37157 -2.11743
H -1.23043 0.21126 -3.24265
H -3.31830 -1.00666 -2.61850
H -3.19840 -2.82074 -0.86495
```

***

Entry 6:
Molecular formula: C14H27AsB2F4N4O4S4SbSeY
Method: DFT, the ωB97M-V functional and the def2-TZVPD basis

ΔE to the lowest compared entry with this formula, charge and spin	58.4	kJ/mol
maximum force	1.9	eV/Å
total charge	-2
highest occupied orbital energy	-1.8	eV
orbital gap	0.2292	Eh

XYZ file:
```
63
C14H27AsB2F4N4O4S4SbSeY (the ωB97M-V functional and the def2-TZVPD basis)
Y -0.22292 0.39710 -0.24770
C 4.22811 -0.71260 0.38598
C 2.79856 -0.62652 -0.04502
N 2.10010 0.45039 -0.05016
O 2.66801 1.64448 0.35559
B 2.61287 2.70938 -0.69751
F 3.25125 3.80549 -0.18257
F 3.30441 2.23559 -1.81325
O 1.23822 3.14665 -1.12358
N 0.52879 2.13407 -1.72268
C -0.42995 2.40320 -2.53630
C -0.89982 3.77978 -2.88773
C -1.10797 1.21533 -3.08670
N -0.69897 0.09805 -2.59600
O -1.26381 -1.06302 -3.05510
B -0.32924 -2.22004 -3.08897
F 0.67033 -1.96058 -4.03608
F -1.05059 -3.31798 -3.47875
O 0.35354 -2.59059 -1.80228
N 1.01751 -1.56718 -1.19862
C 2.11030 -1.81748 -0.56590
C 2.71205 -3.18292 -0.42034
C -2.19716 1.31337 -4.11326
H 4.58246 0.29060 0.61653
H 4.30925 -1.33913 1.27551
H 4.83091 -1.14510 -0.41191
H -0.19889 4.50718 -2.48173
H -0.99970 3.90479 -3.96464
H -1.87528 3.93932 -2.42262
H 2.04988 -3.89679 -0.91056
H 3.69536 -3.22113 -0.88325
H 2.80770 -3.44383 0.63337
H -2.76671 2.23066 -3.99162
H -1.77349 1.26460 -5.11771
H -2.85738 0.45659 -3.98344
S -4.76900 0.00930 1.81594
As -2.83784 0.31719 1.08677
S -1.68186 1.30070 2.81160
S -1.82328 -1.50652 0.52579
S -2.67809 1.73143 -0.50219
Se 0.08181 2.14342 1.76581
C 2.38228 -2.52483 5.34958
C 2.20723 -2.45680 3.85026
Sb 0.67952 -1.09243 2.97988
C -1.06874 -2.34396 3.54866
C -0.99464 -3.29532 4.72936
C 0.71569 0.27300 4.73628
C -0.33328 0.01865 5.80272
H 3.05782 -3.34458 5.61443
H 1.43289 -2.68931 5.84833
H 2.81253 -1.60114 5.72922
H 1.96699 -3.44525 3.46415
H 3.15681 -2.16402 3.40126
H -1.25721 -2.93317 2.64805
H -1.91166 -1.64625 3.65302
H -0.10401 -3.91585 4.67450
H -1.86870 -3.94981 4.70280
H -0.99984 -2.76651 5.67758
H 0.58282 1.27465 4.32265
H 1.72106 0.20516 5.14777
H -1.32879 0.00276 5.35778
H -0.31209 0.82815 6.53686
H -0.14067 -0.91789 6.32450
```